Here is one molecule with the formula C3H9N3O at a distorted geometry from the Open Molecules 2025 dataset. Energies are from ωB97M-V/def2-TZVPD.

Summary:
2S+1: 1
Frontier orbital gap (eV): 8.12
Energy above the lowest of the compared OMol25 structures with the same formula, charge and spin (kcal/mol): 115.14
SMILES: C=NC(N)(N)OC

Atoms and positions in Å:
O -0.922 -1.128 -0.016
N 1.327 -1.566 0.385
N 0.259 0.546 0.769
N 0.685 -0.255 -1.483
C 0.792 1.672 0.741
C -1.991 0.121 -0.022
C 0.360 -0.638 -0.127
H 2.014 -1.194 1.028
H 0.870 -2.339 0.855
H -2.235 0.224 1.033
H -2.790 -0.368 -0.570
H -1.891 1.073 -0.542
H 0.033 -0.639 -2.154
H 1.640 0.064 -1.582
H 0.384 2.481 0.134
H 1.464 1.947 1.550



Here is a 4-piece molecular cluster, C43H63F8NO16S overall at a distorted geometry from the Open Molecules 2025 dataset. Energies are from ωB97M-V/def2-TZVPD.

Summary:
2S+1: 1
Frontier orbital gap (eV): 7.67
SMILES: COCCCc1c(C)c2c(c(CCCCCN)c1CCF)C(=O)C(CCCCOC(C)=O)=C(S(=O)(=O)C(F)(F)C(F)(F)C(F)(F)F)C2=O.CCOC(=O)OC.CCOC(=O)OC.CCOC(=O)OC

Atoms and positions in Å:
S -3.560 0.119 -2.044
F -5.625 -0.892 0.008
F -4.090 -2.293 -2.812
F -3.157 -2.251 -0.891
F -6.419 -1.054 -3.088
F -7.121 -2.937 -2.223
F -7.678 -1.066 -1.345
F -5.471 -2.988 -0.411
F 3.714 -0.593 -0.276
O -3.074 -0.307 1.166
O 1.435 -1.145 -3.370
O -4.724 0.929 -1.845
O -3.131 0.115 -3.405
O 0.539 8.317 -3.644
O 4.445 -6.924 -4.003
O 5.986 -7.926 -5.322
O -6.916 -1.598 3.927
O -5.513 -1.216 5.659
O 5.747 -5.787 -5.455
O -4.748 -2.227 3.914
O 2.111 -2.250 6.456
O -0.163 3.274 -0.081
O 1.606 6.885 -2.436
O 3.473 -1.315 -4.321
O 0.266 6.116 -4.082
N -0.397 6.101 4.201
C 5.308 -6.884 -4.842
C -1.823 8.425 -4.254
C 1.925 -0.099 1.679
C 2.674 -1.650 -3.456
C 1.088 -1.136 1.979
C 5.043 -4.596 -5.094
C 0.755 7.019 -3.454
C -0.448 2.097 -0.201
C -6.683 -1.712 -1.970
C -2.143 0.047 0.468
C -1.179 -2.252 1.984
C 1.143 -2.362 4.221
C 1.455 0.997 0.968
C 2.354 2.144 0.627
C -7.518 -1.648 6.982
C -4.067 -1.630 -1.662
C 3.386 -0.131 2.086
C 1.259 0.119 -4.055
C 5.612 -9.203 -4.788
C -0.712 -0.044 0.918
C 2.646 3.044 1.871
C -0.150 0.604 -3.700
C 0.672 4.490 2.554
C 4.362 -0.283 0.898
C -1.457 2.477 -2.469
C 0.806 5.360 3.827
C 2.001 4.441 1.754
C 3.055 -2.697 -2.460
C -0.259 -1.127 1.619
C -6.586 -0.610 6.392
C -0.237 2.087 -3.331
C -4.968 -2.834 2.638
C -1.489 1.671 -1.208
C -0.389 8.641 -4.690
C 2.408 -2.223 5.082
C 4.322 -9.710 -5.397
C -5.458 -1.762 -0.976
C 0.143 0.986 0.599
C -2.308 0.674 -0.903
C -5.835 -1.671 4.448
C 1.512 -1.040 6.909
C 1.565 -2.373 2.723
C 1.860 5.529 -2.072
H 0.626 -3.292 4.433
H -0.561 -0.066 -2.952
H 3.067 -3.042 4.804
H -0.216 2.696 -4.230
H 0.646 2.339 -2.735
H 0.402 3.487 2.885
H -6.114 -0.040 7.190
H -1.582 -2.163 2.991
H 0.967 5.090 -1.624
H -6.957 -2.363 7.586
H 1.755 4.636 0.713
H 5.549 -9.152 -3.701
H -2.511 8.762 -5.028
H -0.687 -3.217 1.909
H 4.029 -4.627 -5.490
H -0.766 0.467 -4.584
H -2.399 2.475 -3.003
H -0.153 8.074 -5.590
H 3.300 1.796 0.232
H -0.822 6.525 3.389
H 2.290 2.568 2.782
H -8.272 -1.171 7.608
H 4.105 -10.719 -5.046
H 3.603 0.823 2.559
H -7.122 0.095 5.757
H 1.916 2.749 -0.151
H 2.886 -1.286 4.779
H 1.613 6.083 3.718
H 2.809 -3.695 -2.820
H 1.144 -3.220 2.194
H 5.024 -4.462 -4.015
H -5.428 -2.139 1.948
H 1.074 4.702 4.653
H -2.019 -2.304 1.307
H 2.180 4.944 -2.932
H -1.281 3.502 -2.139
H 3.483 -9.066 -5.134
H 0.568 -1.288 7.390
H 3.602 -0.893 2.818
H 3.729 3.139 1.949
H 2.525 -2.580 -1.518
H 1.305 -0.102 -5.114
H 4.395 -9.722 -6.486
H 2.180 -0.580 7.638
H -2.028 8.975 -3.334
H 2.638 -2.465 2.586
H 4.837 0.684 0.733
H 2.037 0.824 -3.772
H 2.659 5.531 -1.335
H -0.225 9.694 -4.913
H 5.171 -0.978 1.107
H -2.019 7.372 -4.055
H 5.570 -3.759 -5.544
H -3.994 -3.123 2.254
H -5.583 -3.726 2.749
H 6.429 -9.877 -5.037
H 4.117 -2.678 -2.255
H 0.497 -1.500 4.348
H 1.340 -0.318 6.113
H 2.707 5.185 2.113
H -8.026 -2.210 6.200
H -0.125 4.850 1.910
H -1.060 5.497 4.664



Here is C40H31CaN9O6S as an isolated structure at a distorted geometry from the Open Molecules 2025 dataset. Energies are from ωB97M-V/def2-TZVPD.

Summary:
2S+1: 1
Frontier orbital gap (eV): 4.33

Atoms and positions in Å:
Ca 0.488 -0.163 -0.376
S 4.525 4.617 7.065
O 0.962 -1.022 -2.580
O 5.659 3.807 7.471
O 4.543 5.036 5.678
O 6.642 3.763 -1.451
O 4.099 5.626 8.009
O -0.444 3.266 -2.311
N -0.624 -2.985 -0.050
N 2.643 2.994 5.986
N 2.848 2.887 8.335
N 0.445 0.948 2.071
N 0.188 1.057 -2.099
N 1.161 -1.807 1.029
N 2.788 0.731 -0.515
N 7.474 2.448 0.200
N -1.023 -1.941 -0.612
C 1.708 2.048 6.010
C -3.393 -3.590 -2.959
C -0.141 2.049 -6.632
C -0.338 2.640 -5.384
C 1.299 1.474 7.202
C 2.535 -2.958 2.606
C 0.370 0.563 -4.373
C 1.130 2.069 2.318
C 0.085 0.216 3.129
C -2.378 2.641 1.714
C -1.987 -2.172 -1.621
C 1.916 1.947 8.354
C 3.176 3.375 7.135
C -3.734 0.816 0.121
C 0.574 -0.027 -5.602
C 1.198 1.665 4.672
C -0.160 2.198 -2.803
C -3.064 1.885 -0.462
C 5.210 2.092 -0.577
C -2.377 2.795 0.334
C -3.835 -2.478 -3.671
C 3.946 0.072 -0.501
C -2.435 -1.063 -2.335
C 0.547 0.080 -2.969
C -0.079 1.874 -4.271
C 4.009 2.784 -0.635
C 1.768 -4.105 2.452
C -3.717 0.655 1.501
C 0.426 0.532 4.430
C 0.308 0.738 -6.736
C 2.829 2.066 -0.604
C 0.700 -4.086 1.575
C -3.354 -1.217 -3.356
C 6.502 2.862 -0.655
C 0.425 -2.914 0.874
C -3.045 1.573 2.296
C 5.177 0.704 -0.526
C -2.477 -3.445 -1.939
C 1.532 2.460 3.578
C 2.188 -1.835 1.874
H 2.007 -5.005 3.001
H -0.337 2.622 -7.529
H 0.122 -0.125 5.234
H 0.535 0.710 7.257
H -0.675 3.664 -5.285
H 0.072 -4.949 1.408
H -1.861 3.359 2.339
H -3.110 2.047 -1.533
H 1.383 2.677 1.460
H -2.126 -4.297 -1.378
H -3.701 -0.353 -3.908
H -4.259 -0.165 1.956
H 8.316 2.999 0.236
H 4.009 3.863 -0.703
H 0.460 0.305 -7.716
H 3.885 -1.010 -0.461
H -2.044 -0.087 -2.081
H -3.765 -4.574 -3.211
H -1.873 3.631 -0.130
H 6.092 0.127 -0.531
H -0.505 -0.671 2.922
H 2.118 3.356 3.738
H 1.874 2.574 -0.689
H -4.551 -2.599 -4.473
H -4.286 0.117 -0.496
H 0.932 -1.044 -5.688
H 1.654 1.551 9.330
H -3.050 1.462 3.374
H 7.250 1.888 1.004
H 2.744 -0.910 1.978
H 3.382 -2.932 3.276



Here is C26H53BIrN9O8P3 as an isolated structure from the Open Molecules 2025 dataset. Energies are from ωB97M-V/def2-TZVPD.

Summary:
2S+1: 6
<S²>: 8.767
Total charge: +2
Frontier orbital gap (alpha / beta) (eV): 9.35 / 5.25

Atoms and positions in Å:
Ir 0.409 -0.659 0.815
P -1.059 -2.757 -0.871
P -1.197 -3.459 1.993
P -1.193 2.386 -2.061
O 0.354 -2.601 -0.290
O -3.308 -3.101 0.415
O -0.090 -4.572 2.143
O -1.629 -1.257 -0.525
O -0.490 1.370 -1.273
O -1.299 -3.127 -2.265
O -2.321 -3.895 2.998
O -0.663 -2.078 2.258
N 2.119 -0.629 2.294
N 2.066 0.000 -0.439
N -2.373 1.702 -3.063
N -1.898 3.692 -1.407
N -0.091 1.152 1.823
N 2.743 0.581 2.330
N -0.225 2.995 -3.306
N 2.533 1.220 -0.062
N 0.873 2.105 1.698
C -1.136 1.709 2.482
C -0.582 4.131 -4.139
C -1.068 4.800 -0.913
C -3.362 2.481 -3.791
C 2.765 -1.439 3.147
C -2.099 -5.196 0.012
C 3.047 -3.476 4.578
C 2.749 -3.680 2.087
C -3.250 0.385 1.982
C -0.848 3.052 2.708
C -3.195 3.572 -0.732
C 0.436 3.246 2.220
C -3.073 1.767 4.057
C 2.387 -2.875 3.341
C 3.838 -2.209 -2.763
C 1.519 -1.512 -3.460
C 2.686 -0.347 -1.583
C 3.431 1.641 -0.958
C -2.193 0.329 -3.529
C 3.824 -0.742 3.729
C 3.768 0.526 3.186
C -2.020 -3.718 0.372
C -2.298 0.931 3.039
C 2.493 -1.657 -2.289
C 0.858 2.165 -3.814
C 3.552 0.686 -1.949
B 2.343 1.724 1.383
H 3.952 2.572 -0.807
H 1.754 2.783 -3.905
H -1.515 -0.208 -2.875
H -3.883 1.173 4.479
H 1.354 -2.478 -3.936
H -3.522 2.645 3.587
H 4.388 1.393 3.350
H -1.450 3.767 3.240
H -0.999 4.756 0.173
H 1.305 -2.895 3.488
H 3.697 -3.200 -3.195
H 4.549 -2.295 -1.940
H 4.527 -1.108 4.457
H -3.166 -0.167 -3.534
H -3.733 1.200 1.436
H -2.623 -5.759 0.787
H 0.772 -4.347 1.752
H -2.734 -0.261 1.282
H -3.800 4.452 -0.952
H -1.109 -5.633 -0.115
H 4.284 -1.576 -3.532
H 0.603 1.786 -4.809
H 2.545 -4.744 2.236
H 3.029 2.685 1.559
H -4.308 1.938 -3.786
H -1.514 5.750 -1.209
H 2.673 -4.486 4.745
H -2.588 -1.178 -0.646
H -3.053 3.492 0.347
H -3.730 2.687 -1.078
H -1.857 0.079 3.567
H 2.061 -2.354 -1.578
H -0.926 3.784 -5.119
H -3.973 -3.772 0.606
H 0.309 4.741 -4.301
H 3.817 -3.597 1.877
H 4.130 -3.544 4.452
H 2.842 -2.886 5.471
H -1.816 0.328 -4.557
H -2.090 -3.892 3.940
H -4.033 -0.204 2.459
H 1.915 -0.823 -4.212
H -3.055 2.597 -4.836
H -2.441 2.102 4.880
H -3.498 3.458 -3.338
H -0.059 4.741 -1.320
H 2.222 -3.326 1.195
H 1.056 1.350 -3.131
H 0.546 -1.151 -3.121
H -2.630 -5.285 -0.936
H -1.355 4.730 -3.669
H 4.219 0.707 -2.794
H 1.081 4.110 2.256



Here is a 3-piece molecular cluster, C19H42N3O6 overall at a distorted geometry from the Open Molecules 2025 dataset. Energies are from ωB97M-V/def2-TZVPD.

Summary:
2S+1: 1
Total charge: +1
Frontier orbital gap (eV): 8.08
Energy above the lowest of the compared OMol25 structures with the same formula, charge and spin (kcal/mol): 201.97

Atoms and positions in Å:
O 2.476 -0.858 1.417
O -1.361 -5.576 4.783
O 3.244 -0.779 -0.611
O -0.856 7.983 -0.975
O -2.525 7.363 0.592
O 0.746 -5.689 5.293
N -0.422 -5.456 5.552
N 3.181 -0.388 0.543
N 1.479 5.920 -1.563
C -0.979 -5.347 0.285
C 4.039 0.765 0.921
C -2.139 -3.344 2.490
C 1.335 2.106 -2.262
C -0.976 -2.945 -0.957
C -1.562 -0.483 -3.254
C -0.723 -4.983 6.929
C 0.571 1.135 -3.281
C 0.865 6.242 -0.206
C 2.014 4.504 -1.567
C -2.432 -1.117 -2.048
C -1.926 7.167 -0.473
C 1.513 3.623 -2.833
C -0.411 -4.444 -0.911
C -0.571 -3.707 2.396
C -2.230 -2.728 -1.938
C -1.014 1.011 -2.912
C -0.251 -5.114 1.702
C 0.305 7.740 -0.138
H -1.795 -4.817 7.016
H -2.245 -0.354 -4.175
H -1.552 1.766 -3.599
H 0.995 0.076 -3.100
H -0.115 -2.285 -1.363
H 0.118 5.437 0.098
H -0.729 -4.938 -1.906
H 0.078 7.978 0.968
H 1.710 4.020 -0.569
H -2.487 -3.303 3.583
H 0.554 4.017 -3.308
H -0.174 -4.056 7.085
H -1.192 1.286 -1.819
H -2.131 -5.315 0.359
H 3.382 1.565 1.262
H 0.737 -4.434 -0.867
H -2.241 6.286 -1.148
H -0.395 -5.758 7.621
H 1.151 8.449 -0.453
H 2.404 1.715 -2.098
H 0.828 6.139 -2.335
H -1.260 -2.502 0.052
H 0.759 2.177 -1.279
H 3.152 4.556 -1.558
H -2.017 -3.173 -2.964
H 2.376 3.665 -3.598
H -3.535 -0.938 -2.334
H 4.703 0.432 1.718
H -0.162 -3.625 3.468
H -0.742 -6.442 -0.003
H 1.745 6.184 0.537
H -2.825 -4.083 1.961
H 4.610 1.079 0.049
H 0.883 -5.203 1.599
H -0.586 -5.968 2.401
H 0.008 -2.904 1.798
H -3.175 -3.184 -1.477
H -0.707 -1.208 -3.495
H -2.339 -2.320 1.994
H -2.207 -0.579 -1.064
H 0.742 1.393 -4.379
H 2.286 6.569 -1.655



Here is C19H12BrN7O8PtS2 as an isolated structure at a distorted geometry from the Open Molecules 2025 dataset. Energies are from ωB97M-V/def2-TZVPD.

Summary:
2S+1: 1
Frontier orbital gap (eV): 6.88
Energy above the lowest of the compared OMol25 structures with the same formula, charge and spin (kcal/mol): 23.32

Atoms and positions in Å:
Pt 0.673 0.992 0.533
Br -1.230 -3.986 -4.408
S 4.100 3.011 -2.534
S -1.648 4.843 -0.352
O 1.842 2.117 1.733
O 1.132 -3.742 -0.343
O -2.190 -0.300 0.814
O -2.186 -1.499 4.359
O -0.464 -0.213 -0.626
O 2.604 -2.199 -0.636
O -2.113 -3.259 3.120
O 2.039 1.694 3.959
N -3.859 -3.442 -1.303
N -0.211 2.743 -0.227
N 2.137 1.920 -1.319
N 1.657 -2.695 -0.044
N -2.301 2.493 0.803
N -1.665 -2.207 3.526
N 3.888 0.424 -1.726
C 1.115 -1.942 1.095
C -2.142 -1.797 -1.025
C -1.488 -2.250 -2.163
C 1.817 3.247 -1.482
C 1.082 0.091 2.425
C -0.097 4.857 -1.118
C -1.593 -0.677 -0.195
C -1.386 3.207 0.145
C -3.319 -2.426 -0.636
C 3.309 1.646 -1.811
C -0.482 -1.673 2.825
C 1.740 1.402 2.834
C -3.234 -3.870 -2.394
C 0.057 -2.448 1.763
C 0.518 3.671 -0.959
C -0.010 -0.455 3.169
C -2.052 -3.303 -2.852
C 2.746 3.998 -2.114
C 1.706 -0.669 1.388
H -0.435 0.103 3.991
H -3.834 -2.090 0.256
H -3.134 2.931 1.149
H -3.684 -4.698 -2.930
H 0.254 5.725 -1.649
H -2.155 1.496 0.974
H 2.730 5.051 -2.338
H 3.292 -0.356 -1.483
H 2.733 -0.501 1.092
H 4.693 0.218 -2.289
H -0.566 -1.789 -2.488
H -0.388 -3.393 1.492



| no. | total energy (eV) |
| --- | --- |
| 1 | -9770.5464 |
| 2 | -112436.5414 |
| 3 | -96955.7806 |
| 4 | -88987.4124 |
| 5 | -37123.0928 |
| 6 | -141664.7018 |